Record 1
{
  "formula": "C8H9N",
  "method": "ωB97M-V/def2-TZVPD",
  "elements": ["C", "C", "C", "C", "C", "C", "C", "C", "N", "H", "H", "H", "H", "H", "H", "H", "H", "H"],
  "positions_angstrom": [[1.62431, 1.90355, -0.00321], [2.31241, 0.64031, 0.08425], [0.29632, 1.78423, 0.01252], [0.17010, 0.03748, -0.00892], [1.40805, -0.43815, 0.00805], [-0.91121, 0.80196, 0.09614], [1.75238, -1.90776, -0.02780], [-3.01872, -0.31405, -0.03280], [-2.21132, 0.90703, 0.36136], [2.24549, 2.78371, -0.23329], [3.41393, 0.61645, -0.05428], [1.97289, -2.14858, -1.00349], [2.61520, -2.15397, 0.46496], [1.01611, -2.50788, 0.39943], [-3.05536, -0.54726, -1.15548], [-2.84338, -1.15673, 0.55685], [-3.98059, -0.06235, 0.24929], [-2.80661, 1.76202, 0.28640]],
  "atomic_forces_ev_per_a": [[2.5, -1.0, -0.3], [0.0, 0.4, -1.4], [-5.5, -3.3, 0.1], [-3.7, 2.7, 0.5], [3.3, -0.8, 0.7], [5.6, 3.3, -0.2], [-0.7, 2.2, 0.1], [0.8, 1.8, -1.9], [-2.8, -1.5, -0.8], [-0.8, 0.0, 0.6], [-0.7, -0.4, 0.6], [0.0, -1.0, -2.4], [2.4, -0.2, 1.6], [-1.5, -1.0, 0.3], [0.5, 0.3, 1.6], [1.1, -1.4, 0.7], [-2.2, 0.6, 0.3], [1.8, -0.8, -0.1]],
  "mulliken_charge": [-0.6934, -0.0697, -0.5555, 1.0931, -0.5407, 0.4918, -1.6637, -0.9790, -0.3124, 0.3221, 0.3489, 0.3807, 0.4691, 0.3707, 0.2735, 0.3208, 0.4402, 0.3036],
  "e_homo_ev": -8.02,
  "gap_ev": 8.86,
  "molar_mass_g_mol": 119.2
}

=====

Record 2
{
  "formula": "C3H6OS",
  "method": "ωB97M-V/def2-TZVPD",
  "elements": ["C", "C", "C", "O", "S", "H", "H", "H", "H", "H", "H"],
  "positions_angstrom": [[0.64536, -1.28107, 0.70560], [0.52983, -0.51843, -0.58662], [-0.66316, -0.75672, 0.06120], [-0.83276, 1.98137, -0.42676], [-2.25762, -0.86619, -0.00080], [0.97217, -2.35297, 0.66925], [1.04581, -0.75069, 1.54967], [0.80192, 0.63904, -0.46073], [1.19673, -0.81585, -1.51615], [-0.32498, 2.76052, -0.35595], [-1.11331, 1.96099, 0.36129]],
  "atomic_forces_ev_per_a": [[-0.5, -0.2, 0.1], [5.5, 3.5, -2.5], [-1.1, -3.0, 0.5], [2.7, 0.2, -8.8], [0.3, 0.2, 0.3], [-0.9, 1.0, -0.1], [0.0, 0.1, 0.3], [-0.5, -2.6, -0.1], [-2.4, 0.1, 1.4], [1.2, 1.7, -0.8], [-4.2, -1.1, 9.6]],
  "mulliken_charge": [-0.4919, -0.0482, -0.0226, -0.5449, -0.3113, 0.2329, 0.2202, 0.1281, 0.3050, 0.2805, 0.2522],
  "e_homo_ev": -8.24,
  "gap_ev": 8.01,
  "molar_mass_g_mol": 90.1
}

=====

Record 3
{
  "formula": "C6H4Br2N4S2",
  "method": "ωB97M-V/def2-TZVPD",
  "elements": ["C", "C", "C", "C", "C", "C", "N", "N", "N", "N", "S", "S", "Br", "Br", "H", "H", "H", "H"],
  "positions_angstrom": [[-0.77763, 1.15402, 0.54518], [-0.96893, -0.31919, 0.42146], [0.52446, 1.46527, 0.41907], [0.08059, -1.22880, 0.08752], [1.58328, 0.68490, -0.05777], [1.35560, -0.71539, -0.04882], [-2.16414, -0.88570, 0.48612], [-0.38957, -2.51194, 0.13017], [2.71161, 1.23276, -0.56437], [1.48060, 3.30378, -0.01497], [-2.13701, -2.51311, 0.35316], [2.92796, 2.93570, -0.14468], [2.71324, -1.97213, -0.53122], [-4.89488, 0.48089, -0.39306], [-1.71594, 1.60823, 0.78882], [-3.95390, -0.48031, -0.27049], [0.00744, -3.05117, -0.63234], [3.61724, 0.81218, -0.57377]],
  "atomic_forces_ev_per_a": [[0.1, -3.4, 0.0], [-0.4, 1.5, -0.8], [1.8, 3.2, -1.2], [-0.2, 1.6, 1.5], [-0.5, -1.4, 0.4], [0.2, -0.7, -0.6], [-0.7, 0.0, 0.6], [0.4, -0.7, -0.8], [1.1, 1.9, 0.0], [-3.4, -0.7, 0.9], [1.5, 0.5, -0.2], [0.4, -1.7, -0.2], [0.0, 0.4, 0.1], [-2.0, 1.7, -0.4], [0.2, 1.1, 0.3], [1.6, -1.4, 0.3], [-0.2, -0.6, 0.2], [0.1, -1.3, 0.0]],
  "mulliken_charge": [-1.0334, 0.5905, 0.1814, 0.4342, 0.7766, -0.3370, -0.5255, -0.4617, -0.3728, -0.4030, 0.1178, 0.1987, -0.2327, -0.2651, 0.4246, 0.3005, 0.3162, 0.2904],
  "e_homo_ev": [-7.13, -7.46],
  "gap_ev": [6.28, 6.30],
  "molar_mass_g_mol": 356.1
}